Record 1
Formula: C6H12O2S
Source: the Open Molecules 2025 dataset
Level of theory: ωB97M-V/def2-TZVPD

Positions of all 21 atoms, in Å:
C: 1.35 1.58 0.32
C: -1.99 -0.68 -0.80
C: -0.01 0.21 2.14
C: 1.13 -0.85 -1.76
C: -1.15 0.47 -0.13
C: 0.12 0.06 0.66
O: 1.44 2.02 -0.74
O: 2.31 -1.33 0.68
S: 1.01 -1.43 0.03
H: 1.91 1.81 1.30
H: -3.07 -0.25 -1.03
H: -2.10 -1.49 -0.15
H: -1.65 -0.93 -1.74
H: 0.76 -0.21 2.66
H: -0.03 1.33 2.40
H: -0.83 -0.37 2.41
H: 0.14 -0.58 -1.96
H: 1.55 -1.62 -2.27
H: 1.75 0.02 -1.65
H: -1.79 1.10 0.55
H: -0.84 1.14 -0.91

- DFT total energy: -21343.28207 eV
- Max |F|: 5.823 eV/A
- Relative energy (zero: lowest compared OMol25 entry of this formula, charge and spin): 98.0 kcal per mole
- LUMO: 0.8 eV

In the Mulliken picture, each atom carries the following charge in e: C 0.043; C -1.346; C -1.849; C -0.848; C -0.974; C 0.893; O -0.375; O -0.635; S 0.487; H 0.279; H 0.293; H 0.371; H 0.518; H 0.532; H 0.361; H 0.476; H 0.176; H 0.464; H 0.276; H 0.460; H 0.397



Record 2
Formula: C16H37ClNO9PS
Source: the Open Molecules 2025 dataset
Level of theory: ωB97M-V/def2-TZVPD

Positions of all 66 atoms, in Å:
C: -2.68 7.29 -0.02
C: -2.60 7.41 -1.60
O: -1.39 8.13 -1.90
C: -0.94 7.87 -3.22
P: 0.25 6.40 -3.37
O: 1.05 6.24 -4.84
S: 1.87 7.74 -2.76
Cl: -1.27 5.06 -4.12
N: 0.75 5.31 -2.09
C: -0.21 4.83 -1.48
O: -1.01 4.28 -0.88
H: -2.23 8.22 0.38
H: -1.99 6.44 0.24
H: -3.71 7.09 0.33
H: -2.57 6.35 -1.98
H: -3.52 7.89 -2.02
H: -0.37 8.77 -3.56
H: -1.78 7.74 -3.97
H: 0.35 5.92 -5.45
H: 2.10 7.55 -1.43
C: 2.23 -2.69 1.02
O: 1.98 -1.30 0.93
C: 2.40 -0.57 2.07
C: 2.93 0.80 1.68
O: 4.21 0.78 1.06
C: 4.29 0.25 -0.26
C: 3.61 1.10 -1.32
O: 2.20 0.99 -1.24
C: 1.53 2.18 -1.58
H: 1.55 -3.14 1.75
H: 2.06 -3.13 0.05
H: 3.27 -2.88 1.31
H: 3.18 -1.12 2.62
H: 1.53 -0.45 2.73
H: 3.07 1.37 2.61
H: 2.21 1.35 1.08
H: 3.93 -0.79 -0.29
H: 5.35 0.21 -0.50
H: 3.91 0.75 -2.32
H: 3.93 2.14 -1.20
H: 1.94 3.04 -1.04
H: 0.48 2.08 -1.31
H: 1.60 2.36 -2.66
C: -2.42 -8.90 2.52
O: -2.66 -7.51 2.41
C: -2.21 -6.77 3.54
C: -1.68 -5.41 3.12
O: -0.41 -5.45 2.47
C: -0.37 -6.00 1.15
C: -1.06 -5.15 0.10
O: -2.47 -5.25 0.22
C: -3.15 -4.06 -0.12
H: -3.09 -9.34 3.26
H: -2.61 -9.35 1.55
H: -1.37 -9.10 2.79
H: -1.43 -7.32 4.07
H: -3.07 -6.64 4.20
H: -1.52 -4.83 4.03
H: -2.41 -4.86 2.53
H: -0.73 -7.03 1.15
H: 0.70 -6.04 0.90
H: -0.79 -5.51 -0.90
H: -0.73 -4.11 0.20
H: -2.72 -3.20 0.41
H: -4.19 -4.16 0.18
H: -3.10 -3.89 -1.20

- DFT total energy: -69752.50371 eV
- Max |F|: 3.099 eV/A
- SMILES string: CCOCP(O)(S)(Cl)N=C=O.COCCOCCOC.COCCOCCOC
- LUMO: 0.3 eV

In the Mulliken picture, each atom carries the following charge in e: C -0.980; C -0.186; O -0.297; C -0.617; P 0.725; O -0.500; S -0.449; Cl -0.402; N -0.395; C 0.761; O -0.371; H 0.287; H 0.168; H 0.337; H 0.254; H 0.360; H 0.514; H 0.361; H 0.356; H 0.140; C -0.850; O -0.273; C -0.581; C -0.246; O -0.476; C -0.286; C -0.556; O -0.285; C -1.029; H 0.346; H 0.233; H 0.406; H 0.367; H 0.381; H 0.421; H 0.009; H 0.066; H 0.419; H 0.387; H 0.333; H 0.381; H 0.401; H 0.363; C -0.802; O -0.267; C -0.568; C -0.323; O -0.462; C -0.441; C -0.399; O -0.276; C -0.769; H 0.325; H 0.232; H 0.360; H 0.354; H 0.387; H 0.419; H 0.116; H 0.142; H 0.457; H 0.397; H 0.232; H 0.327; H 0.239; H 0.325



Record 3
Formula: C34H94N8O9
Source: the Open Molecules 2025 dataset
Level of theory: ωB97M-V/def2-TZVPD

Positions of all 145 atoms, in Å:
C: 5.30 -1.31 1.79
C: 5.10 -2.51 2.70
C: 4.19 -3.56 2.11
O: 2.88 -3.00 2.17
C: 1.92 -3.71 1.42
N: 6.41 -3.00 3.18
H: 4.39 -0.94 1.30
H: 5.98 -1.47 0.94
H: 5.65 -0.46 2.38
H: 4.66 -2.12 3.62
H: 4.19 -4.50 2.67
H: 4.38 -3.81 1.05
H: 2.05 -4.79 1.48
H: 1.92 -3.34 0.39
H: 0.96 -3.42 1.85
H: 6.93 -2.21 3.53
H: 6.27 -3.64 3.95
C: -2.19 7.73 2.27
C: -1.01 6.94 1.71
C: -1.29 5.95 0.60
O: -2.07 4.80 0.95
C: -1.34 3.93 1.79
N: 0.00 7.97 1.28
H: -2.74 8.30 1.52
H: -1.92 8.45 3.04
H: -2.93 7.04 2.68
H: -0.59 6.46 2.60
H: -0.36 5.68 0.08
H: -1.92 6.39 -0.18
H: -0.66 3.30 1.20
H: -2.06 3.22 2.22
H: -0.80 4.39 2.62
H: 0.86 7.44 1.17
H: -0.28 8.27 0.34
C: 2.38 0.92 -0.22
C: 2.61 2.15 0.67
C: 3.88 2.09 1.50
O: 4.09 3.28 2.21
C: 3.58 3.38 3.53
N: 2.74 3.28 -0.27
H: 2.01 0.11 0.41
H: 3.31 0.57 -0.66
H: 1.65 1.20 -0.98
H: 1.73 2.31 1.32
H: 4.75 1.89 0.87
H: 3.94 1.20 2.16
H: 3.67 2.48 4.14
H: 2.56 3.79 3.57
H: 4.23 4.16 3.94
H: 2.94 4.11 0.29
H: 1.80 3.34 -0.68
C: 2.72 0.28 -6.78
C: 2.21 -1.14 -6.76
C: 1.05 -1.27 -5.76
O: 1.51 -0.85 -4.50
C: 0.64 -1.07 -3.41
N: 1.66 -1.50 -8.08
H: 1.94 0.94 -7.17
H: 3.58 0.36 -7.45
H: 2.97 0.62 -5.77
H: 3.04 -1.84 -6.59
H: 0.75 -2.33 -5.68
H: 0.19 -0.68 -6.08
H: -0.04 -0.24 -3.22
H: 1.26 -1.10 -2.51
H: 0.20 -2.07 -3.47
H: 1.27 -2.43 -8.04
H: 2.35 -1.53 -8.81
C: -1.63 2.66 -1.79
C: -0.42 3.07 -2.65
C: -0.89 3.64 -3.99
O: 0.16 4.13 -4.80
C: 1.10 3.11 -5.09
N: 0.40 4.03 -1.89
H: -1.33 2.33 -0.80
H: -2.14 1.84 -2.31
H: -2.27 3.53 -1.72
H: 0.16 2.16 -2.82
H: -1.45 4.56 -3.78
H: -1.48 2.88 -4.51
H: 1.60 2.65 -4.23
H: 1.85 3.41 -5.82
H: 0.54 2.29 -5.56
H: 1.03 4.43 -2.58
H: -0.23 4.75 -1.56
C: 0.81 1.21 5.05
C: 0.77 1.47 6.56
C: 2.03 0.86 7.24
O: 3.14 1.57 6.75
C: 4.38 1.11 7.20
N: 0.75 2.91 6.76
H: 1.47 2.00 4.66
H: -0.13 1.47 4.56
H: 1.29 0.31 4.66
H: -0.14 1.03 6.96
H: 2.07 -0.22 7.03
H: 1.99 0.94 8.33
H: 5.09 1.93 7.37
H: 4.86 0.51 6.41
H: 4.38 0.44 8.06
H: 1.70 3.24 6.61
H: 0.42 3.18 7.67
C: -7.75 -4.50 -0.01
C: -6.46 -5.10 0.59
C: -5.24 -4.20 0.42
O: -4.12 -4.83 1.04
C: -3.17 -3.84 1.40
N: -6.65 -5.39 2.02
H: -7.84 -4.86 -1.03
H: -7.75 -3.42 0.12
H: -8.54 -4.87 0.64
H: -6.22 -6.03 0.07
H: -5.37 -3.20 0.84
H: -5.14 -4.07 -0.67
H: -3.13 -3.02 0.68
H: -2.19 -4.29 1.53
H: -3.45 -3.32 2.32
H: -5.95 -6.08 2.29
H: -7.49 -5.93 2.21
C: -3.13 -6.53 -4.26
C: -3.91 -5.24 -3.93
C: -3.04 -4.02 -4.28
O: -3.52 -2.83 -3.66
C: -3.12 -2.67 -2.33
N: -5.16 -5.21 -4.76
H: -2.93 -6.55 -5.33
H: -3.76 -7.37 -3.96
H: -2.22 -6.53 -3.66
H: -4.25 -5.29 -2.90
H: -3.11 -3.80 -5.34
H: -2.04 -4.24 -3.90
H: -3.24 -3.55 -1.68
H: -3.74 -1.93 -1.81
H: -2.10 -2.28 -2.22
H: -5.36 -4.23 -4.88
H: -5.03 -5.74 -5.61
C: -0.18 -0.65 1.91
C: -0.68 -1.29 0.62
O: -1.52 -0.40 -0.11
H: -0.13 0.43 1.91
H: 0.83 -1.04 2.07
H: -0.72 -1.04 2.78
H: -1.21 -2.23 0.82
H: 0.11 -1.68 -0.03
H: -1.24 0.52 -0.10

- DFT total energy: -67124.52888 eV
- Max |F|: 2.155 eV/A
- Relative energy (zero: lowest compared OMol25 entry of this formula, charge and spin): 76.9 kcal per mole
- SMILES string: COC[C@H](C)N.COC[C@H](C)N.COC[C@H](C)N.COC[C@H](C)N.COC[C@H](C)N.COC[C@H](C)N.COC[C@H](C)N.COC[C@H](C)N.CCO
- LUMO: 0.5 eV

Results of the Mulliken charge analysis, in e, for atoms 1 through 99: C -1.115; C 1.008; C -0.852; O -0.247; C -0.619; N -0.817; H -0.081; H 0.336; H 0.404; H 0.100; H 0.314; H 0.348; H 0.494; H 0.233; H 0.004; H 0.258; H 0.272; C -1.511; C 0.657; C -0.252; O -0.383; C -0.188; N -0.765; H 0.339; H 0.366; H 0.322; H 0.178; H 0.019; H 0.355; H -0.242; H 0.256; H 0.320; H 0.249; H 0.301; C 0.133; C 1.470; C -0.638; O -0.485; C -0.546; N -0.818; H -0.102; H 0.332; H -0.738; H -0.370; H 0.417; H 0.142; H 0.238; H 0.146; H 0.339; H 0.367; H 0.317; C -1.432; C 0.737; C -0.749; O -0.367; C -0.345; N -0.755; H 0.355; H 0.425; H 0.269; H 0.241; H 0.302; H 0.288; H 0.120; H 0.140; H 0.251; H 0.225; H 0.250; C -0.922; C 0.789; C -0.909; O -0.441; C -0.598; N -0.437; H -0.552; H 0.505; H 0.431; H -0.142; H 0.349; H 0.418; H 0.221; H 0.393; H 0.256; H 0.289; H 0.101; C -0.759; C 0.215; C -0.848; O -0.233; C -0.853; N -0.705; H -0.183; H 0.258; H 0.313; H 0.492; H 0.413; H 0.469; H 0.291; H 0.196



Record 4
Formula: C5H10O
Source: the Open Molecules 2025 dataset
Level of theory: ωB97M-V/def2-TZVPD

Positions of all 16 atoms, in Å:
C: 2.32 0.37 -0.23
C: 1.08 -0.48 0.02
C: -1.30 -0.52 -0.24
C: -2.38 -0.12 0.65
C: -0.22 0.42 -0.41
O: -0.27 1.58 0.14
H: 2.17 1.36 0.22
H: 3.20 -0.11 0.22
H: 2.50 0.51 -1.30
H: 1.12 -1.42 -0.53
H: 0.98 -0.69 1.09
H: -1.28 -1.48 -0.76
H: -1.90 0.25 1.57
H: -2.80 0.81 0.24
H: -3.15 -0.87 0.84
H: -0.06 0.38 -1.54

- DFT total energy: -7391.10681 eV
- Max |F|: 0.397 eV/A
- Relative energy (zero: lowest compared OMol25 entry of this formula, charge and spin): 84.4 kcal per mole
- LUMO (alpha / beta): -0.8 / -1.1 eV

In the Mulliken picture, each atom carries the following charge in e: C -1.152; C -0.479; C -0.180; C -0.973; C 0.312; O -0.748; H 0.297; H 0.359; H 0.301; H 0.331; H 0.322; H 0.438; H 0.300; H 0.285; H 0.336; H 0.251